*P*
The molecule C2H5N5O. Source: OMol25; level of theory: the ωB97M-V functional and the def2-TZVPD basis.

Its structure (SMILES) is [H]/N=c1/nnn(C)n1O. As for the multiplicity: 1. For the orbital gap, the calculation gives 9.79 eV. The HOMO energy comes out at -10.14 eV.

Geometry (Å):
H (1.8949, -0.0018, 2.2239)
N (1.8771, -0.5717, 1.3976)
C (0.9531, -0.3631, 0.6313)
N (0.8230, -1.1819, -0.4304)
N (0.2355, -0.6549, -1.3143)
N (-0.1943, 0.7338, -0.9471)
C (-1.7122, 0.7066, -0.9857)
N (0.1310, 0.7505, 0.4836)
O (-1.1943, 0.1274, 0.9803)
H (-2.1626, 1.8224, -0.7258)
H (-1.6378, 1.0358, -2.2547)
H (-2.2904, -0.3036, -0.6082)
H (-1.8017, 0.8366, 1.3230)

***

*Q*
The molecule C2H5N5O. Source: OMol25; level of theory: the ωB97M-V functional and the def2-TZVPD basis.

Its structure (SMILES) is [H]/N=c1/[nH]c(=O)[nH]n1N. As for the multiplicity: 1. For the orbital gap, the calculation gives 9.36 eV. The HOMO energy comes out at -8.90 eV.

Geometry (Å):
H (2.6109, 1.1769, -0.7514)
N (1.6132, 1.6195, -0.2843)
C (0.6985, 0.7310, 0.0964)
N (-0.6484, 1.2212, 0.4673)
C (-1.4395, 0.1348, -0.0527)
O (-2.5871, -0.2071, -0.2223)
N (-0.5810, -1.0523, -0.0840)
N (0.7468, -0.6002, 0.3448)
N (1.8242, -1.3086, -0.0905)
H (-0.7460, 2.0204, -0.3142)
H (-0.9643, -1.9751, 0.1795)
H (1.2420, -2.0854, -0.8810)
H (2.3161, -1.8314, 0.8103)

***

*R*
A structure of composition C2H5N5O. Source: OMol25; level of theory: the ωB97M-V functional and the def2-TZVPD basis.

As for the multiplicity: 1. For the orbital gap, the calculation gives 9.00 eV. The HOMO energy comes out at -8.91 eV.

Geometry (Å):
C (-1.3077, 0.7865, -0.5175)
C (0.5257, 0.2910, 0.8610)
H (1.3901, -0.8396, -1.3099)
H (0.9106, -1.9531, -0.3219)
H (-1.5680, -0.5720, -1.8562)
H (-0.4086, 1.5738, 2.2048)
H (2.2181, -1.0681, 1.0968)
N (0.4257, -1.1959, -1.1371)
N (-0.0744, -0.0195, -0.3627)
N (-1.5621, 1.4469, 0.4845)
N (-0.4554, 1.0722, 1.4089)
N (1.5665, -0.2490, 1.3360)
O (-1.6605, 0.7268, -1.8867)

***

*S*
A structure of composition C2H5N5O. Source: OMol25; level of theory: the ωB97M-V functional and the def2-TZVPD basis.

As for the multiplicity: 1. For the orbital gap, the calculation gives 8.94 eV. The HOMO energy comes out at -8.47 eV.

Geometry (Å):
C (1.0797, 0.1248, -0.1694)
C (-0.9347, 0.6493, -0.0092)
H (2.7793, -0.9756, -0.0213)
H (2.9060, 0.9977, -0.3800)
H (-2.5008, 2.1784, -0.1464)
H (-2.6690, -0.4038, 0.0979)
H (0.9585, -1.6937, 0.8575)
N (2.4773, 0.0845, -0.0384)
N (0.4016, 1.1833, -0.1623)
N (-2.1332, 1.0915, 0.0987)
N (-0.9065, -0.7245, 0.3348)
N (0.4257, -1.2090, -0.0259)
O (-1.8840, -1.3030, -0.4360)

***

*Q* comes first in stability; the runner-up is 0.777 eV higher.

***

*P*
A cluster of 2 separate species, CN4OS in total. Source: OMol25; level of theory: the ωB97M-V functional and the def2-TZVPD basis.

As for the multiplicity: 1. For the orbital gap, the calculation gives 5.25 eV. The total charge is -2. The HOMO energy comes out at 0.76 eV.

Geometry (Å):
C (0.2831, 0.2237, -1.1217)
N (0.5748, -0.8628, 1.9508)
N (-0.0178, -0.8411, -0.8091)
N (-0.5303, -0.8597, 2.2109)
N (-1.5659, -0.9581, 2.7025)
O (0.5602, 1.5676, -3.2405)
S (0.6959, 1.7306, -1.6930)

***

*Q*
A cluster of 2 separate species, CN4OS in total. Source: OMol25; level of theory: the ωB97M-V functional and the def2-TZVPD basis.

As for the multiplicity: 1. For the orbital gap, the calculation gives 5.69 eV. The total charge is -2. The HOMO energy comes out at 1.04 eV.

Geometry (Å):
C (-1.0279, 0.8818, -0.3005)
N (1.3266, 0.2345, -0.3364)
N (-1.0279, 1.8986, -0.8576)
N (2.0335, -0.5469, 0.1440)
N (2.8311, -1.2541, 0.6283)
O (-2.8667, -0.6124, 0.4664)
S (-1.2686, -0.6014, 0.2558)

***

*P* comes first in stability; the runner-up is 0.125 eV higher.

***

*P*
The ion C5H9N2S with charge +1. Source: OMol25; level of theory: the ωB97M-V functional and the def2-TZVPD basis.

As for the multiplicity: 1. For the orbital gap (alpha / beta), the calculation gives 6.71 / 8.59 eV. The total charge is +1. The HOMO energy (alpha / beta) comes out at -11.47 / -12.92 eV.

Geometry (Å):
C (-2.1946, -0.1395, 0.0477)
C (0.8628, 1.1872, 0.6516)
C (0.7097, -0.2103, 1.0681)
C (0.1566, 1.2727, -0.6429)
C (0.0746, -1.0179, -0.1231)
N (-1.4299, -1.1907, -0.1529)
N (0.4643, -0.0305, -1.2006)
S (-3.6741, 0.3036, 0.2282)
H (0.1958, 1.8567, 1.2424)
H (1.8877, 1.6824, 0.6453)
H (1.6568, -0.6582, 1.1087)
H (0.2562, -0.4455, 2.0873)
H (0.3016, 2.1513, -1.3756)
H (0.6867, -1.9616, -0.2052)
H (-1.6584, -2.1828, -0.1833)
H (0.2198, -0.4033, -2.1068)
H (1.4847, -0.2139, -1.0889)

***

*Q*
The ion C5H9N2S with charge +1. Source: OMol25; level of theory: the ωB97M-V functional and the def2-TZVPD basis.

Its structure (SMILES) is CNC#S(/C)=C/C#[NH+]. As for the multiplicity: 1. For the orbital gap, the calculation gives 9.68 eV. The total charge is +1. The HOMO energy comes out at -13.21 eV.

Geometry (Å):
C (2.6100, -0.0263, -0.3166)
N (1.4007, 0.6726, -0.6950)
C (0.3414, 0.5213, 0.0091)
S (-1.2370, 1.1076, -0.6008)
C (-1.9917, 1.3309, 1.0426)
C (-1.4677, -0.6265, -0.9107)
C (-0.8496, -1.5075, -0.1448)
N (-0.2173, -2.3247, 0.4545)
H (2.4318, -0.5749, 0.6045)
H (2.8817, -0.7317, -1.1042)
H (3.4333, 0.6749, -0.1782)
H (1.4862, 1.1994, -1.5668)
H (-3.0649, 1.4432, 0.9255)
H (-1.5772, 2.2342, 1.4806)
H (-1.7464, 0.4725, 1.6580)
H (-1.9505, -0.8927, -1.8322)
H (-0.4828, -2.9722, 1.1747)

***

*Q* comes first in stability; the runner-up is 0.492 eV higher.

***

*P*
The molecule CH2N4OS. Source: OMol25; level of theory: the ωB97M-V functional and the def2-TZVPD basis.

Its structure (SMILES) is O=c1[nH]nnn1S. As for the multiplicity: 1. For the orbital gap, the calculation gives 9.19 eV. The HOMO energy comes out at -9.19 eV.

Geometry (Å):
O (1.4593, -1.1217, 0.3839)
C (0.5042, -0.4157, 0.3770)
N (-0.1123, 0.3266, 1.4412)
N (-1.2308, 1.0355, 1.1598)
N (-1.5431, 0.6763, -0.1198)
N (-0.5005, -0.1023, -0.6970)
S (-0.1958, 0.0087, -2.4405)
H (0.7390, 0.5351, 2.3599)
H (0.8799, -0.9424, -2.4646)

***

*Q*
The molecule CH2N4OS. Source: OMol25; level of theory: the ωB97M-V functional and the def2-TZVPD basis.

Its structure (SMILES) is [H]/N=c1/onnn1S. As for the multiplicity: 1. For the orbital gap, the calculation gives 9.15 eV. The HOMO energy comes out at -9.49 eV.

Geometry (Å):
H (0.1541, 2.2805, -0.1158)
N (-0.7363, 1.8846, -0.1762)
C (-0.7080, 0.6073, -0.0357)
O (-1.8817, -0.1592, -0.0843)
N (-1.5293, -1.4091, -0.1440)
N (-0.2542, -1.6217, -0.2612)
N (0.2422, -0.4076, 0.0495)
S (2.0626, -0.1552, -0.2142)
H (2.6505, -1.0195, 0.9819)

***

*P* comes first in stability; the runner-up is 0.708 eV higher.

***

*P*
The molecule CH2N4OS. Source: OMol25; level of theory: the ωB97M-V functional and the def2-TZVPD basis.

Its structure (SMILES) is O=c1[nH]nnn1S. As for the multiplicity: 1. For the orbital gap, the calculation gives 9.56 eV. The HOMO energy comes out at -9.48 eV.

Geometry (Å):
O (-0.7231, 2.0380, 0.0140)
C (-0.7134, 0.9031, 0.0268)
N (-1.7296, -0.0481, -0.0761)
N (-1.5220, -1.3579, 0.0284)
N (-0.2628, -1.4323, -0.0354)
N (0.2901, -0.1977, -0.1223)
S (2.0867, -0.1060, 0.0697)
H (-2.6868, 0.1002, 0.5761)
H (1.9359, 1.1256, -0.5269)

***

*Q*
The molecule CH2N4OS. Source: OMol25; level of theory: the ωB97M-V functional and the def2-TZVPD basis.

Its structure (SMILES) is S/N=c1\[nH]nno1. As for the multiplicity: 1. For the orbital gap, the calculation gives 9.27 eV. The HOMO energy comes out at -8.91 eV.

Geometry (Å):
S (-1.4324, 1.1890, -1.2066)
N (-0.3516, -0.1896, -1.3216)
C (0.2274, -0.2874, -0.1841)
N (0.2129, 0.4459, 0.9447)
N (0.8602, -0.2610, 1.9456)
N (1.4074, -1.2594, 1.4449)
O (1.1640, -1.2569, 0.0384)
H (-1.8864, 0.7746, -2.3998)
H (-0.7734, 0.8298, 1.4078)

***

*P* comes first in stability; the runner-up is 0.248 eV higher.

***

*P*
The molecule C3H5BN2O3. Source: OMol25; level of theory: the ωB97M-V functional and the def2-TZVPD basis.

As for the multiplicity: 1. For the orbital gap, the calculation gives 11.09 eV. The HOMO energy comes out at -10.66 eV.

Geometry (Å):
B (2.3227, 0.0671, -0.0605)
C (-1.9879, -2.5751, 0.6769)
C (-1.1831, -0.2282, 0.0278)
C (-2.4887, 0.5442, -0.0691)
N (-1.4921, -1.5544, 0.3845)
N (-0.0766, 0.3043, -0.1239)
O (1.0889, -0.5115, -0.0258)
O (3.2410, -0.9612, -0.0092)
O (2.7076, 1.3839, -0.0889)
H (-2.4764, 1.1836, 0.7714)
H (-2.7048, 1.2329, -0.8227)
H (-3.2685, -0.2052, -0.0767)
H (4.1682, -0.7021, -0.0218)
H (2.1497, 2.0218, -0.5619)

***

*Q*
A cluster of 2 separate species, C3H5BN2O3 in total. Source: OMol25; level of theory: the ωB97M-V functional and the def2-TZVPD basis.

As for the multiplicity: 1. For the orbital gap, the calculation gives 9.18 eV. The HOMO energy comes out at -10.23 eV.

Geometry (Å):
B (0.3460, 1.0587, -1.8645)
C (-0.2515, -2.0400, 0.7797)
C (-0.2458, -1.8068, 2.1672)
C (-0.0787, -0.7966, 0.3181)
N (-0.2537, -0.5044, 2.4131)
N (-0.1060, 0.1380, 1.2608)
O (-0.2951, 1.8329, -0.8734)
O (0.7051, 1.6508, -3.0697)
O (0.3861, -0.2777, -1.6688)
H (-0.2269, -3.0458, 0.2416)
H (-0.5953, -2.4676, 2.9451)
H (-0.0196, 1.1585, 1.2591)
H (0.3602, 2.5565, -0.6185)
H (0.2752, 2.5437, -3.2898)

***

*P* comes first in stability; the runner-up is 1.257 eV higher.

***

*P*
A structure of composition C9H6BrMnNS5. Source: OMol25; level of theory: the ωB97M-V functional and the def2-TZVPD basis.

As for the multiplicity: 4. The expectation value of S² is 3.98. For the orbital gap (alpha / beta), the calculation gives 6.33 / 6.17 eV. The total charge is +2. The HOMO energy (alpha / beta) comes out at -15.97 / -16.05 eV.

Geometry (Å):
Mn (-1.8026, -0.1861, -0.0550)
S (-3.6476, 5.7500, 3.2556)
C (-3.2373, 4.3995, 2.5026)
S (-2.9712, 2.8946, 3.3376)
C (-2.6165, 1.9640, 1.9843)
C (-2.6501, 2.6697, 0.7002)
S (-2.3079, 1.8578, -0.7067)
S (-3.0382, 4.3028, 0.7753)
S (-2.2361, 0.3490, 2.0385)
C (3.7866, -1.0944, -0.7006)
C (2.3344, -1.4668, -0.8672)
C (1.9355, -2.6396, -1.5014)
C (0.5870, -2.9710, -1.6482)
C (-0.2920, -2.0691, -1.1296)
Br (-2.2021, -2.3019, -1.2075)
N (0.0300, -0.9344, -0.5144)
C (1.3356, -0.6360, -0.3845)
H (4.4371, -1.8506, -1.1332)
H (4.0401, -0.9924, 0.3553)
H (3.9997, -0.1433, -1.1898)
H (2.6861, -3.3169, -1.8932)
H (0.2626, -3.8782, -2.1383)
H (1.5666, 0.2933, 0.1202)

***

*Q*
A structure of composition C9H6BrMnNS5. Source: OMol25; level of theory: the ωB97M-V functional and the def2-TZVPD basis.

As for the multiplicity: 4. The expectation value of S² is 3.86. For the orbital gap (alpha / beta), the calculation gives 6.34 / 6.17 eV. The total charge is +2. The HOMO energy (alpha / beta) comes out at -16.08 / -16.07 eV.

Geometry (Å):
Mn (-0.0001, -0.2781, 1.3898)
S (0.0000, -6.6766, -1.7967)
C (0.0000, -5.2575, -1.0863)
S (-1.4797, -4.3765, -0.6496)
C (-0.7408, -3.0117, 0.0059)
C (0.7408, -3.0116, 0.0059)
S (1.6120, -1.7314, 0.6066)
S (1.4797, -4.3764, -0.6497)
S (-1.6121, -1.7315, 0.6067)
C (0.0000, 5.0427, -0.8366)
C (0.0000, 4.0960, 0.3288)
C (0.0000, 4.5379, 1.6496)
C (0.0000, 3.6385, 2.7125)
C (0.0000, 2.3133, 2.3800)
Br (0.0000, 0.9130, 3.6989)
N (0.0000, 1.8387, 1.1346)
C (0.0000, 2.7228, 0.1240)
H (0.0000, 6.0770, -0.5018)
H (-0.8802, 4.8879, -1.4612)
H (0.8802, 4.8880, -1.4612)
H (0.0000, 5.6007, 1.8584)
H (0.0000, 3.9663, 3.7420)
H (0.0000, 2.3080, -0.8761)

***

*Q* comes first in stability; the runner-up is 0.234 eV higher.

***

*P*
A cluster of 2 separate species, C5H12S in total. Source: OMol25; level of theory: the ωB97M-V functional and the def2-TZVPD basis.

Its structure (SMILES) is C=CC.CCS. As for the multiplicity: 1. For the orbital gap, the calculation gives 9.77 eV. The HOMO energy comes out at -8.90 eV.

Geometry (Å):
C (0.6571, -2.2097, -0.5127)
C (1.3929, -1.1638, 0.0564)
C (1.5713, -0.8977, 1.4642)
H (0.5298, -2.0699, -1.5753)
H (0.1702, -2.9835, 0.0904)
H (1.8282, -0.4488, -0.6192)
H (2.4666, -0.6473, 1.8690)
H (1.1265, -1.4710, 2.3752)
H (1.0404, 0.0310, 1.4671)
C (-0.5890, 1.6918, -1.0991)
C (-1.4692, 0.5974, -0.5262)
S (-1.8069, 0.9348, 1.1833)
H (-1.2112, 2.5962, -1.0011)
H (0.2835, 2.1390, -0.6867)
H (-0.1986, 1.4939, -2.1651)
H (-0.8495, -0.2804, -0.6200)
H (-2.4345, 0.5941, -0.9297)
H (-2.5076, 2.0940, 1.2294)

***

*Q*
A structure of composition C5H12S. Source: OMol25; level of theory: the ωB97M-V functional and the def2-TZVPD basis.

As for the multiplicity: 1. For the orbital gap, the calculation gives 9.03 eV. The HOMO energy comes out at -8.48 eV.

Geometry (Å):
C (2.8505, 1.3665, 0.9579)
C (1.3255, 1.0792, 1.4257)
C (0.4684, 0.6272, 0.3662)
C (-1.6806, -0.8533, -0.9889)
C (-2.9003, -1.9759, -1.2702)
H (3.4132, 0.3198, 0.6898)
H (3.1262, 2.4206, 0.3043)
H (3.5699, 1.5106, 1.8385)
H (0.8054, 2.1177, 1.7501)
H (1.3820, 0.4730, 2.2478)
H (-0.0865, 1.4573, -0.2159)
H (0.9783, 0.0586, -0.6294)
H (-0.7953, -1.3710, -1.3701)
H (-1.9628, -0.0463, -1.8480)
H (-3.2624, -1.2344, -2.4361)
H (-3.6834, -2.1117, -0.1082)
H (-2.4828, -3.4430, -1.5028)
S (-1.0655, -0.3950, 0.7893)

***

*P* comes first in stability; the runner-up is 5.087 eV higher.